Molecular formula: C22H20ClN4PdSTe
Method: DFT, ωB97M-V with the def2-TZVPD basis set

```
50
Properties=species:S:1:pos:R:3:forces:R:3:lowdin_spin:R:1
Pd -1.036 0.453 -0.306 -0.086 0.215 -0.027 1.008
C -1.856 1.546 4.024 0.003 0.006 0.007 0.003
C -1.374 1.523 2.712 0.008 -0.001 -0.018 0.018
N -1.714 0.595 1.839 -0.002 -0.006 0.007 0.078
C -2.566 -0.381 2.223 0.008 0.006 0.021 0.005
C -3.108 -0.435 3.514 0.017 0.011 -0.026 0.003
C -2.728 0.567 4.423 -0.002 -0.005 -0.001 -0.001
C -4.018 -1.489 3.861 -0.007 -0.005 0.010 0.000
C -4.360 -2.430 2.959 -0.008 -0.004 0.005 0.001
C -3.819 -2.408 1.630 0.018 0.017 -0.010 0.002
C -4.154 -3.369 0.660 0.001 0.001 0.003 0.000
C -3.599 -3.287 -0.589 -0.005 -0.017 -0.007 0.002
C -2.705 -2.247 -0.865 0.016 0.022 0.010 0.005
N -2.374 -1.334 0.026 -0.003 -0.059 0.003 0.063
C -2.922 -1.398 1.261 -0.016 -0.010 -0.002 0.005
H -1.540 2.331 4.696 -0.003 0.000 0.000 0.001
H -0.687 2.285 2.359 -0.002 -0.001 -0.001 0.010
H -3.128 0.554 5.429 0.000 0.000 0.000 0.000
H -4.425 -1.509 4.864 -0.002 -0.003 -0.001 0.000
H -5.050 -3.223 3.220 0.000 0.001 0.004 0.000
H -4.847 -4.162 0.911 0.000 -0.001 0.000 0.000
H -3.835 -4.006 -1.361 -0.001 -0.001 0.002 0.000
H -2.247 -2.159 -1.843 -0.001 -0.002 -0.003 0.000
Te -1.584 2.892 -0.881 0.026 -0.121 0.022 1.683
S -0.155 -0.459 -2.400 -0.001 -0.005 -0.012 0.114
C 1.025 0.590 -3.008 0.017 0.000 0.030 0.020
N 1.647 0.414 -4.183 -0.030 0.016 -0.003 0.007
C 2.764 1.345 -4.340 -0.001 0.008 -0.011 0.002
C 2.408 2.423 -3.304 -0.003 0.000 -0.008 0.001
N 1.490 1.695 -2.433 0.024 -0.022 -0.019 0.015
H 1.542 -0.441 -4.701 0.016 -0.004 0.004 0.002
H 2.812 1.741 -5.351 -0.001 0.000 -0.002 0.000
H 3.709 0.855 -4.098 -0.001 -0.004 0.006 0.001
H 1.904 3.275 -3.764 -0.001 0.000 0.001 0.000
H 3.277 2.772 -2.752 -0.005 -0.002 -0.008 0.000
H 1.109 2.032 -1.562 -0.007 0.011 0.000 0.012
Cl 2.626 2.765 1.187 -0.002 0.003 -0.001 0.025
C 3.237 1.430 0.256 0.015 -0.013 -0.021 0.117
C 4.357 1.633 -0.523 -0.008 -0.011 0.037 -0.016
C 4.833 0.603 -1.328 0.007 -0.001 0.003 0.138
C 4.171 -0.625 -1.352 -0.003 0.001 -0.008 -0.012
C 3.064 -0.830 -0.561 0.006 0.006 0.009 0.113
C 2.560 0.185 0.293 -0.010 0.014 -0.001 0.045
C 1.459 -0.061 1.123 0.053 -0.056 0.016 0.471
H 4.857 2.592 -0.495 0.006 0.002 -0.002 -0.003
H 5.721 0.759 -1.925 0.002 -0.002 -0.001 0.008
H 4.542 -1.427 -1.977 0.001 0.002 0.001 -0.004
H 2.556 -1.786 -0.569 -0.001 0.002 0.002 0.004
H 1.150 0.657 1.865 -0.024 0.006 -0.011 0.028
H 1.013 -1.046 1.137 -0.008 0.004 -0.001 0.027
```
Forces are in eV/Å.

Summary:
Relative energy (zero: lowest compared OMol25 entry of this formula, charge and spin) ... 0.0 kcal/mol
LUMO (alpha / beta) ... -2.992 / -4.583 eV
Spin multiplicity ... 5
Net charge ... +1

=====

Molecular formula: C22H20F2FeN12O2
Method: DFT, ωB97M-V with the def2-TZVPD basis set

```
59
Properties=species:S:1:pos:R:3:forces:R:3:lowdin_spin:R:1
Fe -0.105 -0.207 0.759 -0.991 0.397 1.340 3.682
N -3.662 -0.218 1.821 -2.265 -0.782 0.882 -0.001
C -3.277 1.032 1.495 1.510 2.099 -0.925 0.002
N -4.136 2.076 1.447 -0.170 -2.379 0.598 0.001
N -3.424 3.075 1.051 2.330 1.751 -0.931 0.002
N -2.150 2.709 0.836 -1.494 0.911 0.141 0.002
N -2.026 1.416 1.109 -1.351 -1.039 0.642 0.035
C -2.862 -1.302 2.021 0.968 -1.557 0.616 0.004
N -3.319 -2.386 2.683 0.054 0.605 -0.269 0.002
N -2.305 -3.253 2.698 1.282 0.937 -1.353 0.002
N -1.263 -2.739 2.046 -1.402 0.440 0.810 0.003
N -1.594 -1.459 1.633 -0.797 -1.621 0.193 0.042
H -4.591 -0.281 2.291 1.406 0.057 -0.641 0.000
F 2.628 -4.656 -0.526 0.531 -1.089 0.046 0.001
C 2.602 -3.315 -0.472 -0.083 0.390 -1.627 0.001
C 1.450 -2.721 -0.072 -0.324 1.945 0.507 0.015
C 1.407 -1.309 -0.025 0.153 -0.511 -0.867 0.051
C 2.430 -0.541 -0.579 0.680 -0.091 0.133 0.013
C 3.579 -1.225 -1.046 0.333 0.373 0.532 0.002
F 4.783 -0.551 -1.343 -1.091 -0.565 -0.169 0.002
C 3.672 -2.606 -1.069 -0.364 0.238 1.102 0.002
C 2.266 0.936 -0.510 -0.931 -0.171 -0.580 -0.002
C 3.158 1.766 -1.161 0.459 2.259 -0.046 0.003
C 2.994 3.181 -0.998 -0.058 -1.113 0.065 -0.010
C 1.852 3.635 -0.321 2.102 0.529 -0.737 0.003
C 0.978 2.745 0.240 -0.198 -1.057 -0.278 -0.002
N 1.132 1.421 0.095 1.439 0.251 -0.123 0.042
H 0.502 -3.125 0.255 0.443 -1.150 0.224 0.003
H 4.609 -3.074 -1.340 -0.107 -0.104 -0.043 0.000
H 3.949 1.316 -1.771 -0.227 0.497 0.560 0.001
H 3.755 3.947 -1.291 -0.732 -0.994 -0.185 -0.001
H 1.780 4.710 -0.262 -0.515 0.095 0.445 0.001
H 0.127 3.086 0.804 -0.440 -0.135 -0.052 0.000
O 3.001 0.530 2.164 -2.012 0.136 0.189 0.003
C 1.976 0.561 2.867 0.818 -1.568 1.286 0.004
C 2.176 0.978 4.366 0.146 0.850 -0.649 0.002
C 0.824 0.973 4.968 -1.542 -0.527 -1.581 0.003
C -0.083 0.343 3.799 -0.087 0.423 0.964 0.006
O -1.274 0.138 3.978 1.008 0.153 -0.151 0.003
N 0.662 0.116 2.658 1.746 1.395 0.702 0.040
H 2.571 2.008 4.290 0.263 -0.511 0.330 0.000
H 2.831 0.334 4.942 0.576 -0.117 -0.538 0.000
H 0.495 1.994 5.087 -0.575 0.159 0.454 0.000
H 0.649 0.357 5.841 0.102 0.134 0.278 0.000
C -1.162 0.336 -4.524 0.693 0.424 2.052 -0.001
C -1.844 -0.596 -3.487 0.718 -0.660 -0.854 0.000
C -1.450 -2.035 -3.868 1.216 -0.748 1.464 0.001
C -3.368 -0.566 -3.584 -0.657 1.016 1.177 -0.001
C -1.365 -0.290 -2.120 -0.624 -0.536 0.009 0.005
N -1.095 -0.241 -1.004 -0.414 0.322 -1.755 0.034
H -1.505 0.130 -5.504 -0.214 -0.430 -1.072 0.000
H -0.047 0.264 -4.426 -0.996 -0.037 -0.273 0.000
H -1.444 1.354 -4.278 0.068 0.358 -0.080 0.000
H -1.869 -2.180 -4.844 -0.058 -0.385 -0.630 0.000
H -1.934 -2.745 -3.149 0.532 0.430 -0.643 0.000
H -0.322 -2.233 -3.884 -1.597 0.388 0.086 0.000
H -3.752 -0.893 -4.534 0.229 -0.154 -0.665 0.000
H -3.726 0.458 -3.424 -0.032 -0.075 -0.012 0.000
H -3.883 -1.181 -2.827 0.545 0.144 -0.097 0.000
```
Forces are in eV/Å.

Summary:
Relative energy (zero: lowest compared OMol25 entry of this formula, charge and spin) ... 13.2 kcal/mol
LUMO (alpha / beta) ... 4.132 / 4.132 eV
Spin multiplicity ... 5
Net charge ... -2

=====

Molecular formula: C22H20F3N2O4S
Method: DFT, ωB97M-V with the def2-TZVPD basis set

```
52
Properties=species:S:1:pos:R:3:forces:R:3:mulliken_charge:R:1
C -1.095 -2.662 -0.940 0.141 -0.105 0.299 -0.997
C -1.097 -1.644 -2.071 -0.171 0.932 -0.252 -0.655
N -1.378 -0.252 -1.686 -0.755 -0.507 -0.343 0.475
C -2.746 0.184 -1.919 0.455 -0.124 0.568 -0.753
C -3.028 0.501 -3.375 -0.130 0.205 0.018 -1.235
C -0.426 0.743 -1.501 0.899 0.473 0.559 -0.243
C 0.927 0.278 -1.355 0.676 -0.074 -0.496 0.288
C 2.028 1.083 -1.753 -1.441 -0.404 0.804 0.087
C 3.363 0.374 -1.863 0.498 0.145 -0.394 0.263
C 3.453 -0.982 -2.200 0.291 0.032 0.011 -0.255
C 4.687 -1.569 -2.502 -0.080 0.511 0.211 -0.676
C 5.851 -0.796 -2.445 -0.210 0.151 0.111 -0.317
C 5.777 0.562 -2.090 -0.345 -0.357 0.001 -0.501
C 4.539 1.141 -1.808 0.035 -0.378 -0.107 -0.433
O 1.953 2.291 -2.031 0.886 0.125 -0.238 -0.760
O -0.772 1.933 -1.428 -0.526 -0.588 -0.267 -0.743
H -0.563 -3.562 -1.268 -0.219 -0.075 0.020 0.380
H -0.589 -2.270 -0.055 -0.117 -0.251 -0.376 0.093
H -2.122 -2.930 -0.655 0.199 -0.023 0.005 0.335
H -0.146 -1.676 -2.620 -0.248 0.042 0.108 0.426
H -1.913 -1.907 -2.757 0.350 -0.165 -0.150 0.420
H -3.386 -0.633 -1.564 -0.248 0.153 -0.049 0.383
H -2.917 1.077 -1.304 -0.002 -0.243 -0.145 0.379
H -4.065 0.834 -3.459 -0.036 -0.017 -0.248 0.408
H -2.369 1.307 -3.714 -0.076 -0.139 0.077 0.284
H -2.876 -0.380 -4.004 -0.048 0.081 -0.064 0.289
H 1.078 -0.747 -1.015 0.071 0.362 -0.310 0.549
H 2.535 -1.568 -2.257 0.285 0.165 -0.072 0.230
H 4.720 -2.616 -2.799 0.104 0.166 0.079 0.358
H 6.812 -1.249 -2.674 -0.079 0.081 -0.012 0.347
H 6.675 1.176 -2.053 -0.083 -0.175 -0.003 0.343
H 4.457 2.203 -1.575 -0.087 -0.246 -0.094 0.403
F 3.010 3.060 2.502 -1.002 -0.444 -0.045 -0.249
C 1.733 2.580 2.490 -0.222 1.061 -0.814 0.749
F 1.117 2.996 3.623 0.409 -0.058 -0.757 -0.230
F 1.079 3.124 1.428 0.663 -0.239 1.294 -0.192
S 1.782 0.788 2.343 -1.000 -0.358 1.037 -0.096
N 0.132 0.551 2.885 1.646 0.251 0.403 0.055
C -0.756 -0.076 2.018 0.689 -0.961 -2.504 0.249
O -0.434 -0.556 0.936 -0.958 1.114 2.823 -0.491
C -2.044 -0.117 2.735 -0.717 -0.437 -0.153 0.585
C -1.832 0.289 4.042 -0.511 -0.258 0.246 -0.301
C -2.871 0.274 4.965 -0.096 0.056 -0.129 -0.505
C -4.146 -0.107 4.513 0.360 0.006 -0.164 -0.457
C -4.344 -0.536 3.187 0.174 0.119 0.183 -0.563
C -3.277 -0.579 2.281 0.101 0.215 0.240 -0.092
C -0.379 0.590 4.225 0.862 0.140 0.357 0.284
O 0.255 0.766 5.243 -0.804 -0.081 -1.235 -0.613
H -2.672 0.563 5.996 -0.195 -0.053 -0.214 0.456
H -4.996 -0.075 5.198 0.295 -0.059 -0.199 0.362
H -5.345 -0.837 2.872 0.343 0.059 0.077 0.403
H -3.377 -0.940 1.255 -0.030 0.173 0.304 0.474
```
Forces are in eV/Å.

Summary:
Relative energy (zero: lowest compared OMol25 entry of this formula, charge and spin) ... 0.0 kcal/mol
LUMO ... 1.524 eV
Spin multiplicity ... 1
Net charge ... -1